Record 1
{
  "formula": "C4H7O2",
  "method": "wB97M-V/def2-TZVPD",
  "species": ["O", "C", "C", "C", "C", "O", "H", "H", "H", "H", "H", "H", "H"],
  "xyz": [[-0.6098, 2.5426, 0.5467], [-0.7748, 1.4127, 0.9272], [-0.7710, 0.2331, 0.1320], [0.7064, 0.0505, -0.5090], [1.0173, -1.6276, -0.7807], [0.1760, -2.4008, -0.1209], [-0.4976, 1.1859, 1.9834], [-1.5601, 0.2709, -0.6817], [-0.9687, -0.7171, 0.6510], [0.5813, 0.7600, -1.3599], [1.8127, 0.3133, -0.0334], [0.9808, -1.5849, -1.9937], [2.0545, -1.7754, -0.5893]],
  "atomic_forces_ev_per_a": [[-1.0444, 1.2510, -0.4418], [2.5547, 0.2180, 1.6862], [-0.0698, -2.4208, -1.8380], [1.5411, -0.2693, 0.0568], [-2.7420, 1.8163, -1.9587], [0.4212, 0.0381, -0.4124], [-0.6152, 0.2053, 0.3857], [1.2353, 0.1173, 0.3921], [0.1171, 0.3072, 0.2159], [0.7562, -0.8702, -0.0049], [-3.3680, 0.1933, -0.0431], [-0.1992, -0.6129, 1.4310], [1.4130, 0.0266, 0.5312]],
  "smiles": "O=CCCC[O-]",
  "lumo_ev": 4.1,
  "e_tot_ha": -307.01276,
  "total_charge": -1
}

=====

Record 2
{
  "formula": "C4H7O3",
  "method": "wB97M-V/def2-TZVPD",
  "species": ["C", "C", "O", "C", "C", "O", "O", "H", "H", "H", "H", "H", "H", "H"],
  "xyz": [[1.4243, -1.1177, 0.4665], [0.6156, -0.0724, -0.4004], [-0.0365, -0.8283, -1.4124], [-0.3987, 0.7015, 0.4450], [-1.8335, 0.9770, -0.1518], [-2.5958, 1.5378, 0.6401], [-2.0088, 0.6400, -1.3452], [1.1699, -2.1267, 0.1348], [1.1454, -1.0810, 1.5269], [2.4918, -0.9062, 0.3996], [1.4186, 0.5567, -0.8269], [-0.8511, -0.3082, -1.5988], [-0.0497, 1.7399, 0.6522], [-0.4915, 0.2875, 1.4705]],
  "atomic_forces_ev_per_a": [[-0.5935, 0.5805, 0.0908], [0.4809, -1.6529, 0.5141], [1.2823, -0.2430, 0.2112], [0.0404, 1.1702, 0.6035], [0.9935, -0.1465, 0.8732], [-0.4797, 0.1165, -0.0866], [-0.7272, 0.2541, -0.5079], [0.2674, 0.1186, -0.2276], [0.0462, 0.1809, -0.1122], [0.0980, -0.3305, -0.0387], [-0.5907, 0.2956, -0.1648], [-0.6597, 0.2883, -0.2440], [0.0567, -0.5610, -0.2286], [-0.2145, -0.0709, -0.6824]],
  "smiles": "C[C@@H](O)CC(=O)[O-]",
  "lumo_ev": 4.2,
  "e_tot_ha": -382.39788,
  "total_charge": -1
}

=====

Record 3
{
  "formula": "C4H7O3",
  "method": "wB97M-V/def2-TZVPD",
  "species": ["C", "C", "O", "C", "C", "O", "O", "H", "H", "H", "H", "H", "H", "H"],
  "xyz": [[-1.9803, 1.6334, 0.2745], [-1.1777, 0.4593, 0.0022], [-1.3125, -0.0696, -1.3577], [0.4169, 0.5771, 0.1634], [1.3066, -0.7261, 0.3512], [2.4387, -0.4610, 0.7645], [0.8778, -1.7567, -0.1580], [-1.7590, 2.1468, 1.1519], [-2.9395, 1.2080, 0.5258], [-1.9101, 2.4744, -0.4478], [-1.5018, -0.3394, 0.8720], [-0.9583, -0.9549, -1.4509], [0.7001, 0.9485, 1.1932], [0.9445, 1.1537, -0.5830]],
  "atomic_forces_ev_per_a": [[-1.2617, 1.1381, -1.3220], [4.6001, -4.2492, 0.7115], [-1.8455, 1.3342, 0.6713], [-0.7561, -0.1886, 3.1903], [-0.3052, 1.6408, -2.1305], [0.7634, -0.0832, 0.9644], [-0.9884, -2.0108, -0.2045], [1.1971, 0.3797, 1.9510], [-1.1365, 0.6776, -0.8107], [-0.5867, -0.8955, -0.2517], [0.7349, 1.3771, -2.2937], [0.6541, -0.2165, 0.8465], [-0.7652, 0.7306, -0.9967], [-0.3042, 0.3658, -0.3250]],
  "smiles": "C[C@@H](O)CC(=O)[O-]",
  "lumo_ev": 3.9,
  "e_tot_ha": -382.35675,
  "total_charge": -1
}

=====

Record 4
{
  "formula": "C4H7O3",
  "method": "wB97M-V/def2-TZVPD",
  "species": ["O", "C", "O", "C", "C", "C", "O", "H", "H", "H", "H", "H", "H", "H"],
  "xyz": [[2.7738, 0.6372, 0.1203], [1.5854, 0.0861, -0.0537], [1.3288, -0.5955, -1.4257], [0.3567, 0.3152, 0.9014], [-0.8741, -0.4291, 0.5502], [-1.5949, 0.4649, -0.5482], [-1.8310, -0.5943, 1.4632], [0.4629, 0.8123, 1.8806], [1.2872, -0.6925, 0.8506], [-0.4532, -1.3517, 0.1032], [-2.5416, 0.0027, -0.8770], [-1.8293, 1.4248, -0.0646], [-0.9515, 0.6666, -1.4442], [2.2807, -0.7469, -1.4560]],
  "atomic_forces_ev_per_a": [[-5.1343, -2.9403, -0.7819], [2.2539, 4.8745, -1.2941], [0.4942, 1.4337, 4.5277], [3.7501, -1.7114, -1.4240], [0.1880, 0.2132, -1.9707], [-0.3786, 0.1317, -0.6378], [-0.0169, -0.1818, 0.6464], [0.4944, -0.1411, -0.7968], [-1.0835, -0.5955, 2.1878], [-1.1722, -0.1011, -0.2597], [0.4827, 0.1244, 0.1930], [0.0401, -0.2821, -0.1941], [-0.3365, -0.4595, 1.0110], [0.4186, -0.3647, -1.2067]],
  "spin_multiplicity": 2,
  "lumo_ev": [-0.3, -2.2],
  "e_tot_ha": -382.11878,
  "total_charge": 0
}

=====

Record 5
{
  "formula": "C4H7O3S",
  "method": "wB97M-V/def2-TZVPD",
  "species": ["C", "C", "C", "C", "O", "O", "O", "S", "H", "H", "H", "H", "H", "H", "H"],
  "xyz": [[-3.2434, 0.9214, 0.0144], [0.2733, -0.7230, 0.4841], [1.7988, 0.8122, -0.7910], [0.5788, 0.4603, -0.4506], [-4.0222, 0.3128, -1.0397], [-2.6969, -1.8621, -0.2156], [-3.7786, 1.8337, 0.6378], [-3.8328, -0.9091, 0.0586], [1.2413, -1.2252, 0.8270], [-0.4621, -1.3260, 0.1521], [-0.2663, -0.2334, 1.3550], [2.6420, 0.3510, -0.4581], [1.9425, 1.6794, -1.3822], [-2.1276, 0.8063, -0.0175], [-0.3271, 0.9418, -0.8323]],
  "atomic_forces_ev_per_a": [[-0.4120, 0.3865, 0.5702], [2.8269, 3.5468, 2.0976], [-1.9474, 1.4730, -0.7138], [-0.9169, -1.8953, 0.6559], [1.2507, -0.0486, -1.0203], [-0.2079, 0.1513, -0.5493], [0.1817, 0.9557, 0.4915], [-0.1395, -1.3570, 1.1425], [-1.4900, 0.5163, -0.4166], [-2.1462, -2.4577, -1.5971], [0.9026, -0.5990, -0.4218], [2.1883, -1.4604, 1.0282], [0.1870, 0.7029, -0.6913], [-0.8246, -0.0808, -0.5925], [0.5474, 0.1662, 0.0169]],
  "lumo_ev": 3.6,
  "e_tot_ha": -780.47616,
  "total_charge": -1
}

=====

Record 6
{
  "formula": "C4H7O4",
  "method": "wB97M-V/def2-TZVPD",
  "species": ["C", "C", "C", "C", "O", "O", "O", "O", "H", "H", "H", "H", "H", "H", "H"],
  "xyz": [[-2.3263, 0.0912, 0.2550], [0.8436, 0.5925, 1.2407], [0.9617, -0.7999, -0.9488], [0.3012, 0.3831, -0.1337], [-2.6453, 1.2473, 0.2792], [-2.6139, -0.9793, 0.7047], [0.6974, -2.1301, -0.6183], [0.3221, 1.6496, -0.9772], [1.7759, 1.0786, 1.3595], [1.0290, -0.4426, 1.6698], [0.0329, 1.2050, 1.8163], [2.0474, -0.7429, -0.9655], [0.4466, -0.7171, -1.9567], [-0.3219, -2.1439, -0.3583], [-0.5504, 1.7085, -1.3665]],
  "atomic_forces_ev_per_a": [[0.6715, 0.9100, 1.9798], [-2.4041, -0.5860, 0.9998], [-1.7916, 2.0657, -1.4849], [-1.2336, -0.7573, -1.7180], [0.3879, -0.2233, -1.1361], [0.4095, -0.5793, -0.9498], [-3.4424, -1.0241, 2.2674], [0.6487, -1.6522, 1.2723], [1.3356, 0.9959, -0.2555], [-0.6846, 1.1300, -0.1366], [1.5964, -1.2222, -0.4686], [0.4014, 0.2350, -0.3746], [1.3506, 0.6938, 0.4880], [2.9809, 0.1131, -0.6612], [-0.2264, -0.0992, 0.1779]],
  "lumo_ev": [3.9, 3.9],
  "e_tot_ha": -457.53212,
  "total_charge": -1
}

=====

Record 7
{
  "formula": "C4H7O5P",
  "method": "wB97M-V/def2-TZVPD",
  "species": ["C", "C", "O", "O", "P", "O", "O", "C", "C", "O", "H", "H", "H", "H", "H", "H", "H"],
  "xyz": [[-1.4217, 1.7777, 1.3706], [-1.6419, 1.3367, 0.1215], [-1.8582, 2.0165, -0.9054], [-1.8378, -0.0544, -0.0118], [-0.6509, -1.1500, -0.1614], [-0.5094, -1.8456, 1.2043], [-1.1054, -1.9782, -1.3501], [0.8265, -0.0574, -0.3223], [1.8641, -0.8395, -1.2251], [1.2781, 0.0437, 0.9948], [-1.0795, 2.8078, 1.4604], [-1.1155, 1.0135, 2.1801], [0.3523, 0.8954, -0.7428], [2.2244, -1.6010, -0.5663], [2.6987, -0.2387, -1.5802], [1.2084, -1.3323, -1.9203], [0.7678, -0.7942, 1.4541]],
  "atomic_forces_ev_per_a": [[1.2949, -0.6714, 2.9926], [-1.4397, 0.0874, -0.8870], [0.3078, 0.1002, -0.6263], [0.1048, -0.2124, -0.0950], [-2.8987, -0.7579, -0.0516], [0.8620, 0.3356, -0.7661], [1.3552, 0.1981, 0.5775], [-0.3242, -0.7201, -1.0480], [-1.4501, 1.2497, 1.1342], [-0.2392, -1.3558, 1.5830], [-0.1472, -0.0952, 0.2151], [-0.5484, 1.4445, -1.3661], [1.3747, -0.9370, 0.3988], [0.5062, -0.5766, 0.3996], [-0.0898, 0.0427, -0.3867], [0.3682, -0.1206, -1.1962], [0.9633, 1.9887, -0.8776]],
  "smiles": "C=C([O-])O[P@@](=O)([O-])[C@H](C)O",
  "lumo_ev": 6.6,
  "e_tot_ha": -874.21266,
  "total_charge": -2
}

=====

Record 8
{
  "formula": "C4H7OP",
  "method": "wB97M-V/def2-TZVPD",
  "species": ["C", "C", "C", "C", "O", "P", "H", "H", "H", "H", "H", "H", "H"],
  "xyz": [[-0.8864, 0.6304, -0.2255], [0.0481, 0.3514, 0.5947], [-0.7954, 0.0232, -1.6293], [0.6292, 0.5988, 1.9141], [0.9626, -2.8269, -1.2348], [1.3920, -2.1086, -0.0844], [-1.4965, 1.6124, 0.0009], [0.1963, 0.2456, -1.9093], [-0.8059, -1.0194, -1.5028], [-1.4117, 0.2988, -2.4331], [1.5940, 0.9696, 1.6453], [-0.0718, 1.4401, 2.3015], [0.6454, -0.2152, 2.5628]],
  "atomic_forces_ev_per_a": [[-1.8652, 3.0088, -1.5520], [1.7491, -3.4067, 1.0782], [0.3096, 0.4445, 1.5189], [-2.3409, 3.1752, -1.5299], [-1.1839, -1.6851, -2.9157], [0.7248, 2.8133, 3.3513], [0.6401, -1.9033, -0.5016], [1.1694, 0.2533, -0.7485], [-0.3197, -1.4609, -0.1002], [-1.3463, 0.7018, -0.5636], [0.9318, 0.4492, 0.7641], [1.4648, -1.0288, 0.1561], [0.0662, -1.3614, 1.0429]],
  "lumo_ev": [-0.7, -0.9],
  "e_tot_ha": -573.04317,
  "total_charge": 0
}

=====

Ordered ΔE to the lowest compared entry with this formula, charge and spin results: 369.9, 28.4, 136.4, 325.2, 279.7, 362.3, 0.0, 399.3; unit kJ/mol.